ORCA calculation (ωB97M-V with the def2-TZVPD basis set) on a 12-piece molecular cluster, C28H79NO29S8 overall in a non-equilibrium geometry.

Computed properties:
SMILES: CCOS(C)(=O)=O.CCOS(C)(=O)=O.CCOS(C)(=O)=O.CCOS(C)(=O)=O.CCOS(C)(=O)=O.CCOS(C)(=O)=O.CCOS(C)(=O)=O.CCOS(C)(=O)=O.C[N+](=O)[O-].CO.CO.CO
LUMO energy: -0.3 eV

Geometry as ORCA input:
```
! wB97M-V def2-TZVPD RIJCOSX def2/J DEFGRID3
* xyz 0 1
C 2.5712 3.6378 2.7052
O 2.7959 2.6954 1.6419
H 3.2954 3.4279 3.4909
H 2.6061 4.6732 2.3724
H 1.5631 3.4167 3.0472
H 3.5567 2.9709 1.1224
C -3.0508 6.8823 -0.8341
O -2.0335 6.3672 -0.0093
H -2.6439 7.1805 -1.8043
H -3.8943 6.1994 -0.9755
H -3.4630 7.7918 -0.3958
H -1.6227 5.6283 -0.4696
C 4.1470 0.2050 -2.3664
O 3.3181 -0.8632 -2.7409
H 4.3620 0.7952 -3.2694
H 3.7274 0.8360 -1.5705
H 5.1104 -0.1354 -1.9805
H 2.4268 -0.5270 -2.9187
O 2.6149 -3.3262 0.7628
S 1.7627 -3.9025 1.7776
O 0.5400 -4.5879 1.4339
O 2.6139 -4.9004 2.6576
C 3.9043 -4.4719 3.1683
C 4.5754 -5.7119 3.6850
C 1.3041 -2.6543 2.9942
H 3.6557 -3.7384 3.9425
H 4.4526 -3.9177 2.4069
H 4.8962 -6.2886 2.8143
H 4.0058 -6.3660 4.3405
H 5.4930 -5.4696 4.2252
H 0.5857 -2.0071 2.4908
H 2.1945 -2.0749 3.2276
H 0.7692 -3.1212 3.8152
O -7.6256 5.3647 4.4347
S -6.5494 4.6254 5.0423
O -6.7560 3.2592 5.4757
O -5.2829 4.6146 4.0093
C -4.1972 3.7332 4.3134
C -3.5490 3.4260 2.9704
C -5.8420 5.5008 6.4530
H -4.5244 2.7992 4.7707
H -3.4845 4.2114 4.9924
H -4.2663 2.8728 2.3664
H -2.6456 2.8469 3.1784
H -3.2457 4.3187 2.4242
H -5.5954 6.5161 6.1535
H -4.9751 4.9529 6.8077
H -6.6421 5.4991 7.1903
O -1.9164 2.9089 -4.2484
S -2.2994 4.2334 -3.8199
O -1.6690 4.8342 -2.6562
O -2.0527 5.2528 -5.0458
C -2.5018 4.9072 -6.3658
C -1.4323 4.0908 -7.0992
C -4.0963 4.3590 -3.5836
H -2.6278 5.8272 -6.9311
H -3.4190 4.3189 -6.3218
H -1.7932 3.8666 -8.1035
H -1.2217 3.1813 -6.5429
H -0.5275 4.6918 -7.1902
H -4.6024 3.9460 -4.4498
H -4.3399 5.3872 -3.3310
H -4.3059 3.7526 -2.7024
O -0.2250 -1.9900 -0.4079
S 0.0812 -0.6723 -0.9102
O 0.5677 -0.4922 -2.2665
O -1.2521 0.1974 -0.7013
C -1.1612 1.6037 -1.0427
C -1.1040 2.4615 0.2339
C 1.3241 -0.0395 0.2378
H -2.1277 1.7360 -1.5265
H -0.3299 1.8555 -1.6984
H -0.1469 2.3080 0.7327
H -1.9650 2.2415 0.8608
H -1.1490 3.5140 -0.0431
H 1.7046 0.9114 -0.1367
H 2.1711 -0.7237 0.2575
H 0.8784 0.0873 1.2199
O -4.1739 -5.7945 0.4741
S -3.8911 -4.5113 -0.1254
O -4.8233 -3.8219 -0.9717
O -3.4923 -3.4687 1.0547
C -2.8433 -3.9858 2.2047
C -2.4527 -2.8328 3.1003
C -2.2581 -4.6820 -0.9321
H -1.9841 -4.6258 1.9884
H -3.5367 -4.6338 2.7514
H -1.6596 -2.2326 2.6505
H -2.0747 -3.2522 4.0357
H -3.2825 -2.1738 3.3535
H -2.5330 -5.2303 -1.8309
H -1.6104 -5.2096 -0.2424
H -1.8847 -3.7037 -1.2209
O 5.9783 -2.0406 4.0706
S 7.1958 -2.2037 3.3139
O 7.4708 -3.4986 2.7797
O 7.3174 -1.1363 2.0788
C 6.4100 -1.1637 0.9551
C 4.9731 -0.8928 1.3700
C 8.6569 -1.7053 4.2021
H 6.5055 -2.1024 0.4052
H 6.8172 -0.3680 0.3319
H 4.8426 0.1103 1.7795
H 4.6117 -1.6141 2.0941
H 4.3664 -0.9081 0.4599
H 8.9110 -2.4905 4.9101
H 8.5503 -0.7111 4.6274
H 9.5040 -1.6760 3.5170
O 1.3658 -5.3159 -4.6946
S 1.1470 -5.3602 -3.2638
O -0.1349 -5.8380 -2.7630
O 2.3023 -6.2826 -2.5567
C 2.0989 -6.5285 -1.1646
C 3.4377 -6.9345 -0.5791
C 1.5148 -3.7382 -2.4913
H 1.4878 -7.4339 -1.0953
H 1.6368 -5.7419 -0.5730
H 3.5091 -6.9892 0.5062
H 4.1111 -6.0963 -0.8106
H 3.8618 -7.8195 -1.0478
H 2.5316 -3.4759 -2.7685
H 1.4178 -3.7762 -1.4104
H 0.7373 -3.1035 -2.9082
O -5.3543 -0.6350 -3.8369
S -4.4902 0.4899 -3.5370
O -4.7517 1.8341 -3.9448
O -4.3253 0.5798 -1.9194
C -4.0935 -0.6136 -1.1716
C -4.5811 -0.3790 0.2463
C -2.7720 0.0561 -4.0035
H -3.0724 -1.0015 -1.2087
H -4.6833 -1.4220 -1.6123
H -4.6486 -1.3339 0.7620
H -5.5697 0.0759 0.1879
H -3.9185 0.2856 0.8032
H -2.4266 -0.6388 -3.2455
H -2.1930 0.9752 -4.0493
H -2.8111 -0.3724 -5.0022
C 2.9379 3.7382 -3.4086
N 2.6395 4.1967 -2.0507
O 3.4105 5.0025 -1.5703
O 1.7136 3.6973 -1.4607
H 3.7141 4.2849 -3.9289
H 2.0195 3.7538 -3.9975
H 3.2015 2.6797 -3.4038
*
```

=====

ORCA calculation (ωB97M-V with the def2-TZVPD basis set) on a 2-piece molecular cluster, CH9N4O overall in a non-equilibrium geometry.

Computed properties:
ΔE to the lowest compared entry with this formula, charge and spin: 72.2 kJ/mol
LUMO energy: -3.2 eV

Geometry as ORCA input:
```
! wB97M-V def2-TZVPD RIJCOSX def2/J DEFGRID3
* xyz 1 1
C -0.8221 -1.0287 0.7807
N -1.2758 -1.4498 1.9394
N -0.5127 1.1963 -0.4991
N -0.6970 0.7545 0.8206
N 2.0362 0.2334 -1.4062
O -0.3944 -1.4819 -0.2275
H -1.1949 -2.5322 2.0784
H -0.9443 -0.8165 2.7651
H -1.2605 0.7608 -1.1831
H -0.5070 2.2161 -0.5015
H -1.5846 1.1619 1.1329
H 2.8435 0.1944 -0.8524
H 1.6593 -0.6575 -1.6886
H 2.2799 0.6618 -2.2747
H 0.3744 0.7873 -0.8839
*
```

=====

ORCA calculation (ωB97M-V with the def2-TZVPD basis set) on an isolated ion of composition C9H23N2Si and charge +1 in a non-equilibrium geometry.

Computed properties:
ΔE to the lowest compared entry with this formula, charge and spin: 119.6 kJ/mol
LUMO energy (alpha / beta): -2.7 / -6.0 eV

Geometry as ORCA input:
```
! wB97M-V def2-TZVPD RIJCOSX def2/J DEFGRID3
* xyz 1 3
C -0.2656 0.0076 0.5146
C -2.7188 2.4522 -0.2930
C -3.6613 0.4440 0.2165
C 2.8756 0.7678 -1.4442
C 3.4418 1.4040 0.9849
C -1.4514 -3.1833 -0.6622
C 0.6989 -0.9595 -0.1425
C -2.3196 1.1970 0.4522
C 2.4256 0.8508 -0.0242
N -1.2745 0.3688 -0.1291
N 2.0043 -0.5916 0.3843
Si 0.1821 -2.8553 0.1939
H -0.0928 0.1998 1.6605
H -2.7430 2.3612 -1.3823
H -3.6126 2.9194 0.0251
H -1.9326 3.2263 -0.2382
H -3.5840 -0.2153 -0.7015
H -4.5468 1.0922 -0.0410
H -3.9914 -0.0608 1.2127
H 3.8250 0.2863 -1.3725
H 2.3188 0.2064 -2.1471
H 2.8340 1.7026 -1.7565
H 4.4686 0.9035 0.7705
H 3.2526 1.5064 2.0684
H 3.6895 2.3968 0.7329
H -2.2165 -2.4306 -0.4716
H -1.5264 -3.3233 -1.6792
H -1.9508 -3.9623 -0.1927
H 0.7698 -0.9675 -1.2857
H -2.1866 1.2903 1.4910
H 1.6246 1.5600 -0.0857
H 2.0147 -0.6983 1.4480
H 2.6474 -1.3450 0.2345
H 1.3358 -3.7316 0.1259
H -0.3344 -2.8191 1.5333
*
```

=====

ORCA calculation (ωB97M-V with the def2-TZVPD basis set) on C49H44N5O7P5SSe2V as an isolated structure in a non-equilibrium geometry.

Computed properties:
ΔE to the lowest compared entry with this formula, charge and spin: 22.8 kJ/mol
LUMO energy (alpha / beta): 3.7 / 3.7 eV

Geometry as ORCA input:
```
! wB97M-V def2-TZVPD RIJCOSX def2/J DEFGRID3
* xyz -2 4
V -0.0402 -3.3873 -0.2557
S -2.3812 -2.1829 -0.3331
C -2.6320 -3.6516 0.5691
C -3.8659 -4.1847 0.9732
C -3.8872 -5.3588 1.6944
C -2.6942 -5.9992 2.0240
C -1.5146 -5.4252 1.6010
N -1.4879 -4.2886 0.9046
H -4.7748 -3.6701 0.6924
H -4.8355 -5.7831 2.0077
H -2.6820 -6.9323 2.5699
H -0.5479 -5.8654 1.8117
O -0.6048 -6.3852 -3.4158
P -0.3367 -5.8118 -1.9241
O -0.7770 -6.7922 -0.9114
O -0.8262 -4.3866 -1.9362
O 1.3142 -5.7340 -1.9418
P 2.1507 -5.6952 -0.5448
O 3.4913 -4.9227 -1.0862
O 2.5575 -7.0390 -0.0891
O 1.4700 -4.7132 0.3863
H -0.4738 -7.3384 -3.3761
H 4.1483 -5.6083 -1.2433
Se -0.3992 5.2236 -2.5117
P -0.3260 3.9745 -0.8078
C 1.0089 4.5030 0.3120
C 0.8129 4.9604 1.6065
C 1.8957 5.4005 2.3601
C 3.1734 5.3702 1.8278
C 3.3747 4.8906 0.5377
C 2.2979 4.4620 -0.2170
C -1.9155 4.0160 0.0682
C -2.3671 5.1942 0.6619
C -3.6519 5.2671 1.1730
C -4.5045 4.1734 1.0693
C -4.0719 3.0156 0.4438
C -2.7804 2.9361 -0.0610
C 0.0212 2.2434 -1.0292
C 0.0592 1.2872 -2.0511
N 0.3328 0.1121 -1.4680
N 0.4534 0.3278 -0.1695
N 0.2828 1.5986 0.1236
P -0.1824 1.3499 -3.8303
Se 0.1675 -0.4464 -4.8723
C 0.9899 2.6075 -4.4162
C 0.8085 3.2972 -5.6110
C 1.7945 4.1475 -6.0838
C 2.9877 4.2880 -5.3884
C 3.1937 3.5620 -4.2249
C 2.2022 2.7208 -3.7432
C -1.9253 1.8659 -3.9236
C -2.4431 2.9636 -4.5962
C -3.8083 3.2181 -4.5605
C -4.6589 2.3781 -3.8596
C -4.1455 1.2734 -3.1913
C -2.7863 1.0130 -3.2270
H -0.1780 4.9623 2.0394
H 1.7358 5.7634 3.3679
H 4.0153 5.7140 2.4164
H 4.3723 4.8570 0.1180
H 2.4439 4.1160 -1.2334
H -1.7195 6.0617 0.6975
H -3.9986 6.1839 1.6340
H -5.5113 4.2319 1.4650
H -4.7331 2.1638 0.3446
H -2.4494 2.0306 -0.5538
H -0.0972 3.1589 -6.1852
H 1.6336 4.6976 -7.0029
H 3.7609 4.9479 -5.7621
H 4.1288 3.6494 -3.6850
H 2.3719 2.1447 -2.8413
H -1.7908 3.6483 -5.1161
H -4.2010 4.0897 -5.0696
H -5.7223 2.5837 -3.8330
H -4.7950 0.6108 -2.6329
H -2.3952 0.1368 -2.7177
N 1.4676 -2.6440 -1.7648
H 1.8196 -1.6972 -1.6856
H 0.9065 -2.6888 -2.6121
H 2.2519 -3.2775 -1.8804
C 5.0798 -0.4520 1.4645
C 4.6697 -1.7136 1.0580
C 3.3247 -2.0585 1.1003
C 2.3716 -1.1465 1.5540
C 2.7854 0.1375 1.9032
C 4.1303 0.4771 1.8724
P 0.6174 -1.7063 1.5536
C 0.6959 -2.9349 3.0012
C -0.5179 -3.2116 3.6400
C -0.6042 -4.1310 4.6704
C 0.5290 -4.8210 5.0856
C 1.7366 -4.5705 4.4569
C 1.8167 -3.6382 3.4269
C -0.2326 -0.4533 2.6262
C -1.4394 0.1342 2.2731
C -2.0509 1.0534 3.1190
C -1.4642 1.3982 4.3254
C -0.2694 0.7952 4.7013
C 0.3343 -0.1224 3.8585
H 6.1305 -0.1861 1.4426
H 5.3915 -2.4349 0.6938
H 3.0064 -3.0418 0.7694
H 2.0520 0.8855 2.1756
H 4.4342 1.4778 2.1583
H -1.4149 -2.6882 3.3269
H -1.5624 -4.3183 5.1408
H 0.4638 -5.5491 5.8859
H 2.6291 -5.1069 4.7576
H 2.7780 -3.4620 2.9662
H -1.9128 -0.1603 1.3444
H -2.9884 1.5085 2.8282
H -1.9386 2.1263 4.9737
H 0.1853 1.0318 5.6563
H 1.2556 -0.6020 4.1665
*
```

=====

| no. | molar mass (g/mol) |
| --- | --- |
| 1 | 1150.5 |
| 2 | 93.1 |
| 3 | 187.4 |
| 4 | 1210.7 |